(1)
Below is C21H26F3N5O in the gas phase at a distorted geometry, with properties calculated with the ωB97M-V functional and the def2-TZVPD basis.

Energy above the lowest of the compared OMol25 structures with the same formula, charge and spin, kcal/mol: 0.0
E_HOMO, Eh: -0.2846
Molecular weight, g mol⁻¹: 421.467
Orbital gap, eV: 8.375
Maximum force, eV/A: 1.03
SMILES: Cc1cc(C(=O)N2CCC[C@@H](N3CCN(c4cccc(C(F)(F)F)c4)CC3)C2)n[nH]1
Energy, eV: -39850.3428

The geometry in ORCA input format:
```
! wB97M-V def2-TZVPD RIJCOSX def2/J DEFGRID3
* xyz 0 1
H 0.030 -0.831 3.133
C 0.523 -2.281 1.602
C -5.639 -0.924 -4.648
H -4.229 -1.698 -2.584
C 1.824 -1.853 3.709
H -0.182 -2.324 -1.156
H -3.017 2.851 -4.016
F -6.730 -1.088 -3.867
C -0.926 -2.461 -0.353
H -0.177 0.262 1.378
C 3.702 2.615 0.588
H 2.268 -2.843 3.600
H 4.393 5.551 1.915
H -1.801 1.232 -0.205
C -3.928 -0.708 -2.885
H -1.843 1.846 -2.144
F -6.079 -0.377 -5.789
N -0.579 -1.719 0.842
H -3.058 -2.223 -0.117
H -0.241 -2.499 3.614
C -2.931 -0.013 -2.188
C 2.701 -0.787 3.050
H 1.905 -1.846 -0.033
H -4.776 1.599 -5.229
F -5.232 -2.171 -4.961
H 3.416 2.765 -0.431
O 2.576 0.203 -0.408
H 2.602 -2.819 1.272
C 0.438 -1.839 3.074
H 0.276 -0.133 -0.294
H 3.759 -0.962 3.281
C -3.282 1.854 -3.700
C -2.626 1.286 -2.630
C -0.468 -0.312 0.498
N 2.499 -0.775 1.617
C 4.362 3.478 1.429
H 1.755 -1.637 4.776
C -4.569 -0.125 -3.967
N 3.961 1.598 2.577
C -4.265 1.159 -4.388
C -1.834 0.168 0.015
C 4.881 4.855 1.233
H 4.692 5.176 0.213
H -0.985 -3.525 -0.110
H 0.391 -3.369 1.561
H 4.935 3.148 3.448
C 2.818 0.250 0.794
N 4.490 2.817 2.606
H 5.954 4.891 1.419
N -2.238 -0.583 -1.152
C -2.291 -1.998 -0.873
C 3.469 1.449 1.352
H -2.566 0.002 0.822
H 2.443 0.197 3.446
H -2.512 -2.550 -1.787
C 1.937 -1.978 1.049
*
```

---

(2)
Below is C12H14N2O in the gas phase at a distorted geometry, with properties calculated with the ωB97M-V functional and the def2-TZVPD basis.

Energy above the lowest of the compared OMol25 structures with the same formula, charge and spin, kcal/mol: 46.0
E_HOMO, Eh: -0.2866
Molecular weight, g mol⁻¹: 202.257
Orbital gap, eV: 8.458
Maximum force, eV/A: 4.70
SMILES: CN1c2ccccc2[C@]2(C)CC(=O)N[C@H]12
Energy, eV: -17697.8773

The geometry in ORCA input format:
```
! wB97M-V def2-TZVPD RIJCOSX def2/J DEFGRID3
* xyz 0 1
H -2.227 1.521 2.002
H -0.146 3.540 1.002
C 1.727 -1.345 0.291
C 1.131 1.048 -0.419
C -2.973 -0.430 1.336
H 1.850 -0.882 -2.506
H 1.066 -2.243 -1.913
C 0.929 -1.208 -2.115
H 1.277 1.440 -1.433
H 3.129 1.641 0.319
C -0.959 0.546 0.519
C -0.453 2.909 0.141
O 3.790 -0.541 1.303
C 2.843 -0.269 0.627
H 2.122 -2.251 -0.236
C 0.779 -0.627 -0.652
H 0.130 -0.849 -2.640
H -3.852 -0.502 1.902
H -0.106 3.324 -0.839
C -2.154 0.719 1.284
N 2.414 0.911 0.238
C -2.745 -1.603 0.536
C -0.638 -0.697 -0.156
H -3.529 -2.343 0.575
H 1.245 -1.852 1.273
H -1.612 2.919 0.258
C -1.563 -1.763 -0.173
N 0.006 1.510 0.322
H -1.479 -2.627 -0.844
*
```

---

(3)
Below is C2H2ClNS in the gas phase at a distorted geometry, with properties calculated with the ωB97M-V functional and the def2-TZVPD basis.

Energy above the lowest of the compared OMol25 structures with the same formula, charge and spin, kcal/mol: 27.0
E_HOMO (alpha / beta), Eh: -0.3513 / -0.3513
Molecular weight, g mol⁻¹: 107.565
Orbital gap (alpha / beta), eV: 7.680 / 7.678
Maximum force, eV/A: 5.29
SMILES: [H]/N=C/C(=S)Cl
Energy, eV: -26951.6799

The geometry in ORCA input format:
```
! wB97M-V def2-TZVPD RIJCOSX def2/J DEFGRID3
* xyz 0 1
H -0.538 -0.909 -0.608
Cl -3.124 1.576 -0.040
H 0.861 0.836 -0.227
S -3.589 -1.387 0.048
C -2.475 -0.001 -0.016
C -0.940 0.129 -0.126
N -0.063 1.027 0.095
*
```

---

(4)
Below is a molecular structure, BrMn at a distorted geometry, with properties calculated with the ωB97M-V functional and the def2-TZVPD basis.

Energy above the lowest of the compared OMol25 structures with the same formula, charge and spin, kcal/mol: 7.2
E_HOMO (alpha / beta), Eh: -0.5909 / -0.6109
Molecular weight, g mol⁻¹: 134.842
Orbital gap (alpha / beta), eV: 8.906 / 9.123
Maximum force, eV/A: 4.31
Energy, eV: -101354.1340

The geometry in ORCA input format:
```
! wB97M-V def2-TZVPD RIJCOSX def2/J DEFGRID3
* xyz 1 6
Br 0.943 -0.363 0.200
Mn -0.943 0.363 -0.200
*
```

---

(5)
Below is 2 unconnected molecules or ions with the total composition C4H7FOS2 at a distorted geometry, with properties calculated with the ωB97M-V functional and the def2-TZVPD basis.

Energy above the lowest of the compared OMol25 structures with the same formula, charge and spin, kcal/mol: 155.4
E_HOMO, Eh: -0.3283
Molecular weight, g mol⁻¹: 154.231
Orbital gap, eV: 6.151
Maximum force, eV/A: 5.12
Energy, eV: -30688.9605

The geometry in ORCA input format:
```
! wB97M-V def2-TZVPD RIJCOSX def2/J DEFGRID3
* xyz 0 1
S -0.568 2.036 0.606
H 0.580 2.541 -0.006
C -1.571 0.024 -0.814
O 1.151 -0.741 1.620
H -1.602 0.874 -1.494
H -0.392 -1.767 0.510
H 0.597 -0.563 -1.645
C 0.886 -0.218 -0.658
S 2.634 0.492 -0.532
C -0.432 0.436 0.038
H 2.646 -0.011 0.827
H -0.227 -0.985 2.882
C 0.270 -0.856 0.507
H -1.129 -0.837 -1.669
F -2.843 -0.424 -0.173
*
```

---

(6)
Below is a molecular structure, C39H50BrN8O2P2S3V at a distorted geometry, with properties calculated with the ωB97M-V functional and the def2-TZVPD basis.

Energy above the lowest of the compared OMol25 structures with the same formula, charge and spin, kcal/mol: 59.4
E_HOMO (alpha / beta), Eh: -0.2600 / -0.2133
Molecular weight, g mol⁻¹: 951.880
Orbital gap (alpha / beta), eV: 6.658 / 5.340
Maximum force, eV/A: 3.34
Energy, eV: -204082.5826

The geometry in ORCA input format:
```
! wB97M-V def2-TZVPD RIJCOSX def2/J DEFGRID3
* xyz 0 3
C 2.881 4.348 -3.646
C 1.340 0.403 4.645
C -1.784 -3.975 2.692
H 5.853 4.659 7.969
C -1.267 -3.277 1.564
C -0.895 3.957 -1.089
H -1.023 -4.627 -0.019
Br 4.625 4.563 -1.056
H -3.614 1.670 -1.786
H -2.139 -4.918 -6.387
H -4.021 0.166 -2.458
N -0.372 -5.062 -3.491
H -5.076 -1.146 1.988
C -0.144 -4.299 -6.198
H -0.140 0.009 -2.930
H -4.016 -2.642 4.670
C -2.710 -5.627 -3.695
H 5.538 1.745 -0.797
H -1.256 4.794 -1.645
S 2.161 2.115 6.609
O 2.008 4.805 -2.846
H -4.920 2.452 2.380
C 0.810 -4.647 -3.927
H -2.436 -6.381 -2.906
H 0.347 -4.484 1.038
C 3.635 2.993 6.193
H -5.407 0.560 -0.426
C -1.408 -5.118 -4.284
P -1.898 -0.102 -1.356
N 5.937 4.548 5.881
C 1.983 2.322 0.230
H 3.886 -0.119 -4.390
H -5.298 2.486 0.622
H 0.055 1.303 -1.878
N 0.444 3.713 -0.981
H -1.091 -2.169 -2.177
H -2.998 -3.988 5.323
N -0.557 2.232 0.303
H 5.753 4.160 3.879
C -2.992 -3.004 4.803
H 1.182 -4.259 -7.837
N 0.886 -4.271 -5.305
H 1.212 4.176 -1.623
C 4.010 0.737 -3.676
H -2.308 -0.863 3.198
C 0.322 -0.684 0.069
N -2.168 -1.826 2.882
H 0.153 -3.284 -0.189
H 1.989 -0.361 5.092
C -4.401 0.116 -0.403
H 0.675 3.690 4.605
N -0.256 0.931 2.925
C 4.843 0.697 -2.539
C 0.513 0.052 3.558
H 0.068 -2.827 -7.737
C -4.810 -0.176 2.413
H 3.942 3.300 8.304
H 3.772 2.719 4.034
H -2.482 -1.702 -3.191
H 1.784 -3.963 -5.552
H -3.240 -4.822 -3.200
H 2.696 3.150 -0.068
H -2.512 2.912 -0.065
C -0.734 0.748 -2.409
H -3.302 -6.132 -4.450
C 3.366 1.915 -4.028
H -1.225 1.337 -3.196
C -2.088 -1.713 -2.200
P -3.716 0.700 1.240
C 0.156 -3.915 -7.594
H -3.834 3.237 1.282
C -4.504 2.369 1.369
C 4.283 3.512 7.274
C 3.607 3.052 -3.271
H -2.727 -2.395 -1.565
C 0.629 2.704 -0.138
H -0.392 -4.458 -8.338
C 0.680 2.649 4.283
C -1.324 -4.798 -5.684
H 2.823 2.000 -4.965
H -5.770 0.408 2.466
C 5.417 4.249 7.071
S 2.119 -4.468 -2.923
C 5.271 3.935 4.860
H -0.783 2.993 2.860
H -2.456 -2.350 5.491
C 1.404 1.684 5.041
S 1.419 -1.151 -0.900
N -1.526 -1.974 1.654
O 3.117 4.737 -4.757
C -2.307 -3.000 3.504
C -1.476 3.061 -0.255
H 5.389 -0.188 -2.110
H -1.745 -5.032 2.853
C 4.157 3.154 4.920
C 4.396 2.999 -2.138
C -0.111 2.233 3.267
H 0.594 -0.907 3.107
H -4.370 -0.242 3.445
H 2.374 1.379 -0.153
V -1.112 0.115 0.882
H -4.463 -0.975 -0.381
C 5.051 1.840 -1.764
H 2.068 2.123 1.306
C -3.600 0.601 -1.591
C -0.419 -3.891 0.515
*
```